Entry from OMol25: a molecular structure, C25H29Cl5NO6SV in a non-equilibrium geometry (ωB97M-V/def2-TZVPD).

Properties
charge = -1
LUMO level (alpha / beta) = 2.3 / 2.3 eV
⟨S²⟩ = 0.763
electronic energy = -139310.373 eV
HOMO-LUMO gap (alpha / beta) = 7.9 / 8.1 eV
energy above the lowest of the compared OMol25 structures with the same formula, charge and spin = 1.4295 eV
multiplicity = 2
largest force on an atom = 2.73 eV Å⁻¹

Last column: natural (NBO) charge in e.
Atoms and positions in Å:
V 0.6451 0.0538 0.6252  1.26
C 1.2281 0.0763 2.8055  -0.30
C 2.3844 0.1623 1.9698  -0.13
C 2.4840 -1.1079 1.2938  -0.01
C 1.3528 -1.8636 1.6855  -0.34
C 0.5876 -1.1607 2.6397  0.01
C -0.4928 -1.7219 3.5393  -0.08
C -1.0564 -3.0379 2.9937  -0.60
C -1.6290 -0.7142 3.7514  -0.60
C 0.1601 -2.0164 4.9015  -0.59
C 3.5961 -1.7431 0.4595  -0.09
C 4.9033 -1.7257 1.2709  -0.59
C 3.2925 -3.2254 0.1873  -0.59
C 3.7882 -1.0857 -0.9170  -0.61
C 3.2829 1.3950 2.1290  -0.05
C 2.3999 2.6460 2.3361  -0.60
C 4.1682 1.7389 0.9252  -0.61
C 4.1536 1.1964 3.3811  -0.59
H 0.9408 0.8220 3.5278  0.24
H 1.1419 -2.8733 1.3773  0.25
H -1.4704 -2.9130 1.9951  0.22
H -1.8485 -3.4027 3.6499  0.21
H -0.2788 -3.8030 2.9532  0.20
H -2.0619 -0.4088 2.8012  0.23
H -1.2608 0.1807 4.2556  0.21
H -2.4119 -1.1581 4.3698  0.20
H 0.9609 -2.7503 4.7926  0.21
H -0.5822 -2.4109 5.5990  0.20
H 0.5868 -1.1076 5.3285  0.21
H 4.7181 -2.0986 2.2806  0.21
H 5.3298 -0.7305 1.3532  0.21
H 5.6465 -2.3705 0.7974  0.20
H 3.2228 -3.7974 1.1151  0.20
H 4.1030 -3.6469 -0.4093  0.21
H 2.3648 -3.3442 -0.3737  0.22
H 3.7798 -0.0019 -0.8703  0.23
H 2.9870 -1.3919 -1.5904  0.22
H 4.7356 -1.4073 -1.3564  0.20
H 1.6255 2.6912 1.5700  0.24
H 3.0180 3.5412 2.2565  0.21
H 1.9252 2.6639 3.3174  0.19
H 3.5417 1.9366 0.0559  0.25
H 4.8911 0.9661 0.6816  0.20
H 4.7287 2.6483 1.1511  0.20
H 3.5344 0.9291 4.2394  0.20
H 4.6923 2.1170 3.6166  0.20
H 4.8852 0.4010 3.2343  0.21
O 1.6937 1.4959 -2.9140  -0.59
C 1.2775 0.8993 -1.9511  0.69
O 1.4085 1.2107 -0.7038  -0.71
C 0.4989 -0.4692 -2.0616  0.69
O 0.0961 -0.9285 -3.1014  -0.58
O 0.3767 -0.9830 -0.8749  -0.71
Cl -5.3293 -2.0198 -4.8062  0.03
C -4.2811 -1.1114 -3.7895  -0.11
C -4.0589 -1.5090 -2.4785  -0.07
Cl -4.8410 -2.9129 -1.8704  0.04
C -3.2154 -0.7813 -1.6441  -0.15
Cl -2.9874 -1.3454 -0.0434  0.04
C -2.5442 0.3826 -2.1035  0.41
O -1.6944 1.1591 -1.4382  -0.76
C -2.8055 0.7586 -3.4378  -0.12
Cl -2.0096 2.1602 -4.0148  0.07
C -3.6484 0.0313 -4.2620  -0.06
Cl -3.9350 0.5587 -5.8715  0.04
O -1.4998 3.1801 0.1962  -0.90
S -1.8325 1.7816 0.3606  1.69
N -0.6263 1.0520 1.0417  -0.97

***

Entry from OMol25: a molecular structure, C25H29EuN3P2 in a non-equilibrium geometry (ωB97M-V/def2-TZVPD).

Properties
charge = +1
LUMO level (alpha / beta) = -2.8 / -5.1 eV
⟨S²⟩ = 12.081
electronic energy = -68757.235 eV
HOMO-LUMO gap (alpha / beta) = 4.3 / 4.8 eV
energy above the lowest of the compared OMol25 structures with the same formula, charge and spin = 2.5618 eV
multiplicity = 7
largest force on an atom = 2.96 eV Å⁻¹

Last column: natural (NBO) charge in e.
Atoms and positions in Å:
C 3.1914 -0.6797 3.7079  -0.27
C 3.0205 -0.2318 2.3972  0.04
C 3.0088 -1.2310 1.3531  0.14
C 2.3071 -2.4150 1.7143  -0.02
C 2.2897 -2.8237 3.0586  -0.30
C 2.8358 -1.9941 4.0340  -0.16
C 1.4481 -3.0105 0.6563  -0.41
C 2.0669 -2.8525 -0.6939  -0.03
C 2.8878 -1.7143 -0.9269  0.18
C 3.1077 -1.3026 -2.2874  -0.05
C 2.9063 -2.2212 -3.3064  -0.23
C 2.2837 -3.4504 -3.0334  -0.17
C 1.8148 -3.7302 -1.7498  -0.21
H 3.5014 0.0259 4.4830  0.23
H 1.8623 -3.7992 3.3079  0.23
H 2.9248 -2.3418 5.0664  0.23
H 1.1621 -4.0436 0.8833  0.24
H 3.2152 -1.9744 -4.3260  0.23
H 2.1392 -4.1735 -3.8357  0.23
H 1.2560 -4.6493 -1.5470  0.23
N 3.3976 -0.9450 0.0764  -0.43
Eu -1.2241 -1.6077 1.8744  1.11
C 2.4636 1.1126 2.0418  -0.70
H 2.9003 1.4686 1.0960  0.24
H 2.5858 1.8527 2.8454  0.24
C 3.4225 0.1625 -2.5092  -0.74
H 4.1738 0.5106 -1.7860  0.29
H 3.7390 0.3791 -3.5376  0.27
P 0.6206 0.8096 1.7120  0.76
P 1.9002 1.0961 -2.1537  1.34
C 0.5700 0.4586 -3.1697  -0.98
H -0.3940 0.6345 -2.6726  0.28
H 0.5817 0.9782 -4.1387  0.27
H 0.6935 -0.6191 -3.3365  0.29
C 2.1149 2.8533 -2.3652  -0.98
H 2.1044 3.0936 -3.4382  0.28
H 1.2868 3.3754 -1.8629  0.28
H 3.0690 3.1708 -1.9212  0.28
C 0.0286 0.5372 3.4444  -0.98
H 0.4639 1.3384 4.0560  0.26
H -1.0748 0.6195 3.5017  0.25
H 0.3554 -0.4298 3.8641  0.25
C 0.1358 2.5615 1.4998  -0.94
H -0.9372 2.6153 1.2722  0.27
H 0.3488 3.1289 2.4197  0.24
H 0.6986 2.9955 0.6592  0.22
H 0.2519 -2.3074 0.6325  -0.01
H 1.5953 0.8206 -0.7947  0.03
N -6.9859 2.7041 -1.1642  -0.35
C -6.0667 2.1009 -0.7580  0.26
C -4.9323 1.3596 -0.2569  -0.27
C -3.6866 1.4730 -0.8857  -0.20
C -2.6169 0.7297 -0.3952  -0.05
N -2.7525 -0.0841 0.6742  -0.75
C -3.9463 -0.1764 1.3073  -0.06
C -5.0631 0.5313 0.8616  -0.20
H -3.5465 2.1317 -1.7422  0.22
H -1.6180 0.7660 -0.8436  0.16
H -3.9798 -0.8437 2.1830  0.17
H -6.0176 0.4407 1.3817  0.24

***

Entry from OMol25: a gas-phase ion, C25H29F3N (charge +1) in a non-equilibrium geometry (ωB97M-V/def2-TZVPD).

Properties
charge = +1
LUMO level = -3.9 eV
electronic energy = -36032.289 eV
HOMO-LUMO gap = 8.2 eV
SMILES = FC(F)(F)c1ccc([C@@H](c2ccccc2)[C@H]2CCCCC2=[N+]2CCCCC2)cc1
energy above the lowest of the compared OMol25 structures with the same formula, charge and spin = 0.0000 eV
multiplicity = 1
largest force on an atom = 4.47 eV Å⁻¹

Last column: natural (NBO) charge in e.
Atoms and positions in Å:
F -4.5040 0.2118 -5.0483  -0.32
C -4.8866 0.1326 -3.7336  0.98
F -5.5589 1.2830 -3.4470  -0.32
F -5.8010 -0.8881 -3.6646  -0.32
C -3.7089 -0.1040 -2.8308  -0.15
C -3.3988 0.7867 -1.8054  -0.16
C -2.2826 0.5402 -1.0058  -0.26
C -1.4801 -0.5921 -1.2063  0.10
C -0.2167 -0.7779 -0.3175  -0.34
C 0.4428 -2.1547 -0.6033  0.09
C 0.5218 -3.0988 0.4233  -0.27
C 1.2718 -4.2665 0.2432  -0.18
C 1.9032 -4.5140 -0.9815  -0.21
C 1.7388 -3.6187 -2.0423  -0.18
C 1.0110 -2.4361 -1.8540  -0.28
C 0.7851 0.2702 -0.3717  -0.29
C 0.8794 0.8299 -1.8251  -0.40
C 1.7908 2.0309 -2.0336  -0.40
C 1.3580 3.1740 -1.1278  -0.39
C 1.3160 2.7555 0.3461  -0.51
C 0.8459 1.3889 0.7216  0.55
N 0.8710 1.1402 2.0450  -0.30
C 1.2919 2.2322 2.9567  -0.23
C 1.4621 1.8836 4.4380  -0.41
C 0.4913 0.8313 4.9261  -0.40
C 0.6604 -0.4174 4.0677  -0.41
C 0.4681 -0.1667 2.5753  -0.24
C -1.8772 -1.5079 -2.1873  -0.25
C -2.9366 -1.2378 -3.0514  -0.15
H -4.0111 1.6698 -1.6300  0.24
H -2.0291 1.2333 -0.2003  0.20
H -0.6150 -0.8592 0.6976  0.24
H -0.0159 -2.9106 1.3575  0.21
H 1.3517 -4.9696 1.0695  0.23
H 2.5248 -5.4059 -1.1028  0.23
H 2.1667 -3.8289 -3.0247  0.23
H 0.8468 -1.7717 -2.7069  0.22
H 1.7790 -0.2089 -0.2002  0.28
H 1.2122 0.0262 -2.4845  0.24
H -0.1203 1.1157 -2.1769  0.23
H 2.8377 1.7573 -1.8406  0.20
H 1.7283 2.3457 -3.0834  0.24
H 2.0586 4.0141 -1.2230  0.23
H 0.3693 3.5464 -1.4334  0.21
H 0.7288 3.5167 0.8856  0.26
H 2.3619 2.8566 0.6932  0.26
H 0.5753 3.0687 2.8921  0.22
H 2.2684 2.6238 2.6341  0.23
H 1.3484 2.8059 5.0111  0.24
H 2.4906 1.5398 4.5922  0.21
H 0.7039 0.5844 5.9706  0.24
H -0.5394 1.1999 4.8709  0.21
H 1.6635 -0.8363 4.2216  0.21
H -0.0616 -1.1836 4.3708  0.24
H -0.6065 -0.3212 2.3741  0.22
H 1.0384 -0.9468 2.0530  0.24
H -1.3589 -2.4523 -2.3215  0.24
H -3.1546 -1.9197 -3.8715  0.24

***

> The lowest electronic energy belongs to which entry?

C25H29Cl5NO6SV

***

Copy entry 3 word for word.
Entry from OMol25: a gas-phase ion, C25H29F3N (charge +1) in a non-equilibrium geometry (ωB97M-V/def2-TZVPD).

Properties
charge = +1
LUMO level = -3.9 eV
electronic energy = -36032.289 eV
HOMO-LUMO gap = 8.2 eV
SMILES = FC(F)(F)c1ccc([C@@H](c2ccccc2)[C@H]2CCCCC2=[N+]2CCCCC2)cc1
energy above the lowest of the compared OMol25 structures with the same formula, charge and spin = 0.0000 eV
multiplicity = 1
largest force on an atom = 4.47 eV Å⁻¹

Last column: natural (NBO) charge in e.
Atoms and positions in Å:
F -4.5040 0.2118 -5.0483  -0.32
C -4.8866 0.1326 -3.7336  0.98
F -5.5589 1.2830 -3.4470  -0.32
F -5.8010 -0.8881 -3.6646  -0.32
C -3.7089 -0.1040 -2.8308  -0.15
C -3.3988 0.7867 -1.8054  -0.16
C -2.2826 0.5402 -1.0058  -0.26
C -1.4801 -0.5921 -1.2063  0.10
C -0.2167 -0.7779 -0.3175  -0.34
C 0.4428 -2.1547 -0.6033  0.09
C 0.5218 -3.0988 0.4233  -0.27
C 1.2718 -4.2665 0.2432  -0.18
C 1.9032 -4.5140 -0.9815  -0.21
C 1.7388 -3.6187 -2.0423  -0.18
C 1.0110 -2.4361 -1.8540  -0.28
C 0.7851 0.2702 -0.3717  -0.29
C 0.8794 0.8299 -1.8251  -0.40
C 1.7908 2.0309 -2.0336  -0.40
C 1.3580 3.1740 -1.1278  -0.39
C 1.3160 2.7555 0.3461  -0.51
C 0.8459 1.3889 0.7216  0.55
N 0.8710 1.1402 2.0450  -0.30
C 1.2919 2.2322 2.9567  -0.23
C 1.4621 1.8836 4.4380  -0.41
C 0.4913 0.8313 4.9261  -0.40
C 0.6604 -0.4174 4.0677  -0.41
C 0.4681 -0.1667 2.5753  -0.24
C -1.8772 -1.5079 -2.1873  -0.25
C -2.9366 -1.2378 -3.0514  -0.15
H -4.0111 1.6698 -1.6300  0.24
H -2.0291 1.2333 -0.2003  0.20
H -0.6150 -0.8592 0.6976  0.24
H -0.0159 -2.9106 1.3575  0.21
H 1.3517 -4.9696 1.0695  0.23
H 2.5248 -5.4059 -1.1028  0.23
H 2.1667 -3.8289 -3.0247  0.23
H 0.8468 -1.7717 -2.7069  0.22
H 1.7790 -0.2089 -0.2002  0.28
H 1.2122 0.0262 -2.4845  0.24
H -0.1203 1.1157 -2.1769  0.23
H 2.8377 1.7573 -1.8406  0.20
H 1.7283 2.3457 -3.0834  0.24
H 2.0586 4.0141 -1.2230  0.23
H 0.3693 3.5464 -1.4334  0.21
H 0.7288 3.5167 0.8856  0.26
H 2.3619 2.8566 0.6932  0.26
H 0.5753 3.0687 2.8921  0.22
H 2.2684 2.6238 2.6341  0.23
H 1.3484 2.8059 5.0111  0.24
H 2.4906 1.5398 4.5922  0.21
H 0.7039 0.5844 5.9706  0.24
H -0.5394 1.1999 4.8709  0.21
H 1.6635 -0.8363 4.2216  0.21
H -0.0616 -1.1836 4.3708  0.24
H -0.6065 -0.3212 2.3741  0.22
H 1.0384 -0.9468 2.0530  0.24
H -1.3589 -2.4523 -2.3215  0.24
H -3.1546 -1.9197 -3.8715  0.24

***

> Which formula does entry 3 have?

C25H29F3N

***

> Which of these has the highest electronic energy?

C25H29F3N